Formula: C40H57F40O14P2
Source: the OMol25 dataset
Level of theory: ωB97M-V/def2-TZVPD

XYZ file:
```
153
Properties=species:S:1:pos:R:3
C 0.9498 0.9454 -0.0596
C 0.1880 2.2613 0.2797
C -1.0885 2.1283 1.1641
O 1.0956 3.2305 0.6521
H 1.2463 0.4731 0.8770
H 1.9355 1.0192 -0.5191
H 0.2830 0.2549 -0.5761
H -0.1348 2.7255 -0.6522
H -1.3977 3.0710 1.6157
H -0.8885 1.3616 1.9125
H -1.9031 1.7635 0.5385
C -1.5845 1.7673 -3.2462
C -2.7541 0.9144 -3.4052
O -2.6442 0.0015 -4.4751
P -3.6368 -1.2775 -4.4494
O -5.0259 -1.1278 -3.8167
O -3.6022 -1.6350 -6.0993
C -4.3322 -0.8806 -7.0442
C -5.3709 -1.9251 -7.4004
O -2.7098 -2.4093 -3.7344
C -3.4081 -3.5446 -3.0484
C -3.0296 -4.8845 -3.7196
H -1.6789 2.5848 -2.5314
H -0.7585 1.2170 -2.7958
H -1.1468 1.9886 -4.2196
H -3.0893 0.4785 -2.4641
H -3.6638 1.4339 -3.7064
H -4.9770 -0.1449 -6.5636
H -3.7398 -0.4644 -7.8590
H -6.2643 -2.0601 -6.7906
H -5.7945 -1.9313 -8.4047
H -4.8019 -2.8542 -7.3693
H -3.1516 -3.6203 -1.9917
H -4.4900 -3.4140 -3.0247
H -3.9038 -5.5317 -3.6483
H -2.9332 -4.5359 -4.7479
H -2.0378 -5.2162 -3.4123
C -2.6984 -6.4242 1.8215
C -2.8535 -7.1576 0.4479
O -1.6328 -7.7068 0.0836
P -0.3263 -6.7242 -0.0757
O -0.5868 -5.4790 -0.9215
O 0.3309 -6.4996 1.3868
C 1.3152 -5.4534 1.5546
C 0.6467 -4.4288 2.4081
O 0.8113 -7.6792 -0.8707
C 1.0255 -9.0012 -0.5702
C 1.9976 -9.1285 0.6196
H -2.0086 -7.0949 2.3337
H -2.2671 -5.4318 1.6904
H -3.6413 -6.3345 2.3610
H -3.4471 -8.0682 0.5298
H -3.3208 -6.5887 -0.3559
H 2.2212 -5.7339 2.0919
H 1.5821 -4.9843 0.6076
H -0.3346 -4.1611 2.0164
H 0.3534 -4.8957 3.3483
H 1.3154 -3.5690 2.3661
H 0.1231 -9.5821 -0.3798
H 1.4888 -9.4801 -1.4329
H 2.9929 -9.0430 0.1834
H 1.9093 -8.4686 1.4827
H 1.9618 -10.0980 1.1163
C 4.1579 -5.7465 -2.0185
C 4.4692 -7.1245 -2.6743
C 5.9271 -7.3224 -3.2306
F 6.2640 -6.7953 -4.3840
F 6.8735 -6.9063 -2.4435
F 4.4016 -8.1023 -1.7847
F 3.5569 -7.2486 -3.6527
O 4.5576 -4.5544 -2.7143
C 3.9904 -3.3206 -2.2970
C 4.8782 -2.1979 -2.9234
F 4.9008 -2.3269 -4.2563
F 4.4979 -0.9909 -2.6831
F 2.6702 -3.2753 -2.5906
F 4.1184 -3.3585 -0.9380
H 4.6515 -5.6563 -1.0509
H 3.0812 -5.7079 -1.8531
H 6.1125 -8.3853 -3.3855
H 5.8988 -2.2864 -2.5509
C -4.9614 0.4717 2.8073
C -3.6658 -0.4624 3.1365
C -3.1029 -1.0443 1.8302
F -2.2051 -2.0137 2.1342
F -3.9563 -1.4945 0.8480
F -2.7153 0.3359 3.6233
F -4.0061 -1.3991 3.9823
O -4.6617 1.7332 2.2737
C -4.8776 2.9432 2.9273
C -3.7636 3.0601 4.0406
F -3.7004 4.3733 4.4018
F -3.8974 2.4707 5.1992
F -4.7104 3.9479 2.0451
F -6.1487 3.1787 3.3746
H -5.4064 0.5768 3.7968
H -5.6474 -0.1011 2.1833
H -2.4999 -0.3453 1.2508
H -2.8065 2.8678 3.5556
C -0.3773 7.0193 -2.9431
C -1.5134 7.7500 -2.2059
C -1.2922 9.2284 -1.7973
F -0.8738 9.9294 -2.7425
F -2.4358 9.8074 -1.3172
F -2.4817 7.7126 -3.0515
F -1.9284 7.0238 -1.1119
O 0.6838 6.8352 -2.0062
C 1.7372 6.0585 -2.4437
C 2.8923 5.9002 -1.3794
F 3.9318 5.1310 -1.6983
F 3.3835 7.1132 -0.9219
F 1.3143 4.8045 -2.7120
F 2.2716 6.7074 -3.4774
H -0.0458 7.5817 -3.8160
H -0.6174 6.0267 -3.3240
H -0.6299 9.3535 -0.9407
H 2.4348 5.5160 -0.4678
C 3.9121 1.2850 2.4637
C 4.8059 2.5449 2.0505
C 4.9122 2.4351 0.5205
F 5.8238 3.2239 -0.0474
F 5.2193 1.1621 0.0815
F 4.3083 3.6174 2.4809
F 5.9995 2.4754 2.5374
O 3.6211 1.1493 3.8488
C 2.4605 0.3478 4.1955
C 1.1440 1.2232 3.9609
F 0.0476 0.4555 4.2120
F 1.0712 2.2817 4.6903
F 2.5301 -0.7988 3.5406
F 2.5136 0.0627 5.4795
H 4.4917 0.4285 2.1193
H 2.9644 1.2699 1.9253
H 3.8960 2.5975 0.1612
H 1.1391 1.4746 2.9003
C 1.5322 5.6351 3.7805
C 2.1031 6.6892 2.7829
C 1.0716 7.1459 1.7867
F -0.1262 7.4601 2.2737
F 1.4499 8.1676 1.0339
F 2.5910 7.7721 3.4754
F 3.0694 6.2937 1.9981
O 0.6218 6.1349 4.7676
C 0.0453 5.3430 5.8014
C -0.6559 6.3453 6.7780
F -1.2275 5.6692 7.7189
F 0.1263 7.3554 7.3083
F -0.8708 4.6296 5.2075
F 0.9920 4.6083 6.4654
H 2.4212 5.2509 4.2807
H 0.9791 4.7882 3.3743
H 1.0554 6.3690 1.0223
H -1.4806 6.8684 6.2939
```

max |F|: 5.60 eV/A
Kohn-Sham gap: 0.2181 hartree
net charge: -1
total energy: -7289.1055 a.u.

=====

Formula: C3H8AuO2
Source: the OMol25 dataset
Level of theory: ωB97M-V/def2-TZVPD

XYZ file:
```
14
Properties=species:S:1:pos:R:3
O 1.9132 1.4083 -0.6248
C 1.9755 0.2203 0.1192
C 0.7054 -0.6214 -0.0311
O -0.8296 0.3443 0.2539
C -2.0214 -0.3715 -0.0494
H 2.1275 0.4499 1.1948
H 2.8380 -0.3935 -0.2091
H 0.5821 -1.2618 0.8563
H 0.7346 -1.3296 -0.8749
H -2.8053 0.1236 -0.6374
H -1.7512 -1.2620 -0.6303
H -2.4935 -0.5234 0.9271
Au 0.1061 1.4681 -0.8686
H -1.0813 1.7487 0.5743
```

max |F|: 10.28 eV/A
Kohn-Sham gap (alpha / beta): 0.2807 / 0.2905 hartree
multiplicity: 3
net charge: +1
total energy: -404.6056 a.u.

=====

Formula: C5H10OS
Source: the OMol25 dataset
Level of theory: ωB97M-V/def2-TZVPD

XYZ file:
```
17
Properties=species:S:1:pos:R:3
C -1.0315 0.4063 -1.2902
C 0.9983 0.5874 -1.1377
C -0.1632 0.0342 0.0012
C -0.3182 0.9062 1.2197
C -0.0731 -1.4694 0.3551
O 0.0242 0.9974 -2.0389
S 2.1187 -0.7928 -1.5739
H -1.5544 -0.5039 -1.7571
H -1.8538 1.1661 -1.0783
H 1.7265 1.3242 -0.8837
H 0.0872 1.8915 1.2601
H 0.2714 0.3608 1.9197
H -1.4124 0.9853 1.5201
H -0.4224 -1.8437 1.3903
H 0.9196 -1.8798 0.3303
H -0.5198 -2.0253 -0.3856
H 3.0388 -0.3723 -0.7779
```

max |F|: 3.35 eV/A
Kohn-Sham gap: 0.3546 hartree
total energy: -669.8480 a.u.

=====

Formula: C4H13N3
Source: the OMol25 dataset
Level of theory: ωB97M-V/def2-TZVPD

XYZ file:
```
20
Properties=species:S:1:pos:R:3
C -1.6665 0.3399 -0.0364
N -1.4093 -1.0898 0.2449
C -0.4397 1.1496 -0.5080
C 0.1420 0.4652 -1.7622
N -0.9704 2.4617 -0.7296
C 2.0630 -0.8895 1.3003
N 0.9926 -1.8653 1.3813
H -2.3802 0.3547 -0.8693
H -2.1788 0.8863 0.7656
H -0.6021 -1.5081 0.7542
H -2.2992 -1.5640 0.1846
H 0.2695 1.0270 0.3445
H -0.6880 0.5030 -2.4827
H 0.8190 1.1898 -2.2326
H 0.4816 -0.5600 -1.6228
H -0.2795 3.1856 -0.9344
H 2.0707 -0.2008 2.1625
H 3.0130 -1.4345 1.2454
H 1.1177 -2.2549 2.3274
H 1.9445 -0.1962 0.4673
```

max |F|: 1.63 eV/A
Kohn-Sham gap (alpha / beta): 0.1699 / 0.1256 hartree
multiplicity: 2
net charge: -1
total energy: -324.3155 a.u.

=====

Formula: C36H75AsF6NO10
Source: the OMol25 dataset
Level of theory: ωB97M-V/def2-TZVPD

XYZ file:
```
129
Properties=species:S:1:pos:R:3
As 0.5043 0.6604 0.1167
F 0.9587 2.2947 0.4592
F -0.4029 1.1573 -1.2691
F 0.0874 -0.9940 -0.1326
F 1.5165 0.1650 1.4395
F -0.8575 0.8793 1.1386
F 1.8787 0.4933 -0.9389
C -0.4946 -6.8764 -4.5948
C -1.7738 -6.0474 -4.5200
N -1.8992 -5.3178 -3.2663
C -1.0151 -4.1678 -3.2145
C -0.9271 -3.5302 -1.8291
C -3.2822 -5.0175 -2.9129
C -4.0269 -4.0795 -3.8661
H 0.3691 -6.2226 -4.7189
H -0.5286 -7.5374 -5.4618
H -0.3634 -7.4620 -3.6868
H -1.7943 -5.3555 -5.3823
H -2.6385 -6.7065 -4.6286
H -0.0354 -4.4433 -3.5982
H -1.3863 -3.3891 -3.9149
H -1.8089 -2.9266 -1.6220
H -0.8230 -4.3010 -1.0626
H -0.0561 -2.8789 -1.7710
H -3.2700 -4.5934 -1.9064
H -3.8021 -5.9747 -2.8284
H -3.9264 -4.4258 -4.8943
H -3.6497 -3.0590 -3.7948
H -5.0837 -4.0270 -3.5998
C 1.6299 1.0024 -4.2217
C 2.1572 2.4170 -4.1999
O 1.6668 3.2819 -4.8871
C 3.3072 2.6832 -3.2657
H 0.7462 0.9746 -4.8615
H 1.2776 0.7428 -3.2217
H 2.3187 0.2640 -4.6316
H 3.0522 2.3528 -2.2615
H 3.6053 3.7274 -3.2995
H 4.1348 2.0713 -3.6435
C 1.7765 -1.9877 4.1181
C 0.3525 -1.5746 4.3982
O 0.0521 -1.0609 5.4469
C -0.6686 -1.8370 3.3224
H 2.1362 -1.6026 3.1640
H 1.8794 -3.0754 4.0979
H 2.4136 -1.6028 4.9143
H -0.4343 -1.2544 2.4273
H -1.6566 -1.5352 3.6601
H -0.6856 -2.8907 3.0355
C 4.4891 2.0059 0.0298
C 5.4229 2.3263 1.1745
O 5.6958 3.4607 1.4898
C 6.0075 1.1267 1.8865
H 3.7961 1.2441 0.3891
H 4.9779 1.6715 -0.8849
H 3.9356 2.9122 -0.2099
H 5.2134 0.5416 2.3465
H 6.7584 1.4311 2.6072
H 6.4128 0.5041 1.0824
C -3.1340 -1.9250 0.6791
C -4.0855 -1.9195 1.8430
O -3.9294 -2.6567 2.7854
C -5.3107 -1.0413 1.7154
H -2.2118 -2.4558 0.9032
H -2.8485 -0.9272 0.3299
H -3.6225 -2.4053 -0.1757
H -5.8579 -1.3155 0.8116
H -5.0284 0.0114 1.6808
H -5.9628 -1.2005 2.5725
C -2.9180 3.4877 -0.9865
C -4.3157 3.2877 -0.4550
O -5.0914 4.2058 -0.3141
C -4.7021 1.8715 -0.1275
H -2.8704 4.2895 -1.7168
H -2.6048 2.5593 -1.4739
H -2.2376 3.6661 -0.1544
H -3.9817 1.4645 0.5944
H -4.6088 1.2393 -1.0145
H -5.7038 1.8159 0.2880
C 5.0786 -2.2697 -0.1259
C 4.1209 -2.7808 0.9266
O 4.5162 -3.1066 2.0236
C 2.6659 -2.8654 0.5406
H 5.9554 -1.8301 0.3461
H 4.6241 -1.5642 -0.8171
H 5.4249 -3.1520 -0.6761
H 2.0370 -2.8691 1.4248
H 2.4777 -3.7838 -0.0214
H 2.4279 -2.0011 -0.0788
C 4.4890 1.5606 6.5594
C 3.1769 1.3277 5.8288
O 2.1535 1.1356 6.4295
C 3.2665 1.3323 4.3195
H 4.9859 2.4702 6.2185
H 5.1657 0.7195 6.3947
H 4.2790 1.6519 7.6239
H 3.7916 0.4362 3.9835
H 3.8278 2.2139 4.0018
H 2.2852 1.3217 3.8481
C -2.7558 1.7835 3.4690
C -1.5363 2.2849 4.1945
O -1.3118 1.9727 5.3355
C -0.6366 3.2726 3.4744
H -3.5781 1.5948 4.1618
H -2.5209 0.8130 3.0191
H -3.1181 2.4465 2.6838
H -0.7196 4.2051 4.0401
H -0.8598 3.4146 2.4219
H 0.4040 2.9661 3.5935
C -2.2410 1.4661 -4.7436
C -3.2898 0.7222 -3.9525
O -4.4764 0.8981 -4.1070
C -2.7517 -0.2779 -2.9633
H -1.5273 1.9181 -4.0517
H -2.6676 2.2007 -5.4174
H -1.7060 0.7136 -5.3317
H -3.5242 -0.9452 -2.5930
H -2.2993 0.2637 -2.1277
H -1.9388 -0.8236 -3.4489
C 0.4467 4.9264 -1.0007
C -0.1389 5.6721 0.1793
O -1.2320 6.1871 0.0950
C 0.6882 5.8190 1.4407
H -0.3232 4.2317 -1.3357
H 1.3237 4.3527 -0.7155
H 0.6846 5.6152 -1.8105
H 0.1501 5.4486 2.3077
H 0.8395 6.8932 1.5719
H 1.6533 5.3288 1.3359
```

max |F|: 0.99 eV/A
Kohn-Sham gap: 0.3280 hartree
net charge: -1
total energy: -5059.0561 a.u.

=====

Formula: C36H25BrCoF6N5O3
Source: the OMol25 dataset
Level of theory: ωB97M-V/def2-TZVPD

XYZ file:
```
77
Properties=species:S:1:pos:R:3
Co -0.4551 -0.2223 -0.1380
C -4.3885 -1.7623 0.5283
C -3.3349 -0.9935 0.0044
N -2.1867 -0.8454 0.6203
C -1.9693 -1.5530 1.7730
C -2.9711 -2.3313 2.3788
C -4.2149 -2.4109 1.7170
C -2.6758 -3.0025 3.5887
C -1.4203 -2.8968 4.1192
C -0.4021 -2.1585 3.4850
C -0.6499 -1.4906 2.3064
N 0.2300 -0.7403 1.5562
C 0.9538 0.2682 2.1683
C 1.8851 0.1571 3.1727
C 2.5237 1.3069 3.6831
C 2.2472 2.5559 3.2020
C 1.2932 2.7068 2.1674
C 0.9357 3.9474 1.5944
C 0.0197 3.9809 0.5849
C -0.5364 2.7770 0.1148
N -0.2526 1.6076 0.6365
C 0.6598 1.5610 1.6635
H -5.3135 -1.8298 -0.0263
H -3.4494 -0.5156 -0.9538
H -5.0086 -3.0093 2.1479
H -3.4418 -3.5985 4.0672
H -1.1841 -3.4139 5.0406
H 0.5888 -2.1562 3.9129
H 2.1669 -0.8161 3.5476
H 3.2643 1.1851 4.4632
H 2.7543 3.4308 3.5872
H 1.4064 4.8547 1.9536
H -0.2663 4.9069 0.1077
H -1.2030 2.7963 -0.7309
C -0.8534 -4.2986 -1.2865
C 0.1434 -3.1317 -1.1797
O -0.5027 -2.0732 -0.6392
C 1.2996 -3.5825 -0.2436
F 0.8076 -3.8737 0.9724
F 1.9326 -4.6955 -0.6787
F 2.2353 -2.6422 -0.0814
C 0.7059 -2.8865 -2.5996
F -0.2870 -2.4608 -3.4160
F 1.2109 -3.9953 -3.1648
F 1.6679 -1.9507 -2.6531
H -1.2771 -4.4594 -0.2974
H -0.3912 -5.2186 -1.6416
H -1.6534 -4.0053 -1.9632
Br 7.5224 2.1801 1.1607
C 5.8106 1.8269 0.4222
C 5.1572 0.6539 0.7604
C 3.8982 0.4103 0.2337
C 3.3073 1.3285 -0.6268
C 3.9873 2.4932 -0.9633
C 5.2433 2.7526 -0.4392
C 1.9061 1.1196 -1.1482
O 1.4052 1.9546 -1.8981
O 1.3437 0.0374 -0.7172
H 5.6231 -0.0548 1.4311
H 3.3581 -0.4904 0.4877
H 3.5106 3.1955 -1.6341
H 5.7763 3.6588 -0.6910
N -1.0484 0.9029 -4.0327
C -0.5034 0.3012 -2.9622
N -1.2088 0.4664 -1.8730
C -2.2816 1.2860 -2.2404
C -3.3084 1.8716 -1.4953
C -4.2202 2.6686 -2.1592
C -4.1277 2.9001 -3.5381
C -3.1054 2.3526 -4.2862
C -2.1899 1.5558 -3.6109
H -0.6424 0.9186 -4.9512
H 0.4222 -0.2412 -3.0051
H -3.3772 1.7224 -0.4264
H -5.0222 3.1320 -1.6002
H -4.8625 3.5301 -4.0208
H -3.0169 2.5444 -5.3472
```

max |F|: 0.77 eV/A
Kohn-Sham gap: 0.2640 hartree
total energy: -6442.5093 a.u.

=====

Formula: C2HNO4
Source: the OMol25 dataset
Level of theory: ωB97M-V/def2-TZVPD

XYZ file:
```
8
Properties=species:S:1:pos:R:3
C -0.6477 -0.6616 0.2415
C -0.9126 -0.2647 -0.9817
N 1.1751 0.7194 0.3078
O 0.1365 -1.4993 0.7056
O -1.3163 0.1662 -1.9686
O 1.2938 1.8994 0.1993
O 1.7270 -0.1968 0.8092
H -1.4557 -0.1626 0.6870
```

max |F|: 4.94 eV/A
Kohn-Sham gap (alpha / beta): 0.2870 / 0.3116 hartree
total energy: -432.2844 a.u.

=====

Formula: C3H13N4O
Source: the OMol25 dataset
Level of theory: ωB97M-V/def2-TZVPD

XYZ file:
```
21
Properties=species:S:1:pos:R:3
C -2.2371 -2.8590 0.0761
C -1.3302 -1.6542 0.2376
C 0.2629 0.8142 -1.3099
N -0.8128 -1.4771 1.5032
N 0.1935 1.7714 -0.3807
N -0.4772 0.9329 -2.3361
N 2.5075 2.9301 0.8519
O -0.9224 -0.9224 -0.6783
H -2.0388 -3.0120 -0.9332
H -3.1788 -2.7484 0.6381
H -1.7541 -3.7400 0.5898
H -0.0398 -0.9671 1.7453
H -0.9269 -2.1740 2.2089
H 0.9225 2.2427 0.0562
H -0.6364 2.4138 -0.3073
H -1.2333 1.5328 -2.3781
H -0.6483 0.2164 -2.9982
H 3.2613 3.6014 0.6489
H 1.2161 0.1614 -1.1651
H 2.6175 2.6911 1.8405
H 2.7712 2.1427 0.3548
```

max |F|: 4.94 eV/A
Kohn-Sham gap: 0.4105 hartree
net charge: +1
total energy: -416.1272 a.u.